C3H16N4Si2 | wB97M-V/def2-TZVPD

Geometry as ORCA input:
```
! RIJCOSX wB97M-V def2-TZVPD def2/J DEFGRID3
* xyz 0 1
C 2.339 -0.539 -2.717
C 1.448 1.500 0.542
C -2.680 -1.558 1.822
N -1.834 2.109 1.691
N -2.206 -0.103 -0.932
N 1.451 -0.858 -1.603
N 0.119 -0.977 0.828
Si 1.541 -0.315 0.041
Si -1.527 -0.500 0.690
H 2.471 -1.435 -3.378
H 1.872 0.356 -3.357
H 3.274 -0.222 -2.150
H 0.537 1.587 1.027
H 2.140 1.739 1.328
H 1.556 2.331 -0.216
H -2.410 -1.974 2.781
H -3.596 -0.927 2.040
H -2.778 -2.392 1.237
H -2.383 2.204 2.584
H -2.561 2.329 1.002
H -1.971 0.796 -1.229
H -3.145 -0.380 -1.054
H 0.530 -0.991 -1.867
H 0.430 -1.358 1.755
H 2.700 -0.965 0.790
*
```

Summary:
**Orbital gap**: 7.85 eV
**Largest force on an atom**: 0.08411 hartree/bohr
**Highest occupied orbital energy**: -7.41 eV
**Molecular weight**: 164.36 g/mol

---

C3H3FO | wB97M-V/def2-TZVPD

Geometry as ORCA input:
```
! RIJCOSX wB97M-V def2-TZVPD def2/J DEFGRID3
* xyz 0 1
O -2.540 0.854 0.040
C -1.523 0.330 -0.087
C -0.044 0.355 -0.423
C -0.708 -0.844 0.340
F -0.787 -2.129 -0.152
H 0.063 0.082 -1.401
H 0.540 0.872 0.211
H -0.408 -1.025 1.454
*
```

Summary:
**Structure (SMILES)**: O=C1C[C@@H]1F
**Energy relative to the best compared isomer or geometry (same formula, charge and spin)**: 1.752 eV
**Orbital gap**: 9.91 eV
**Largest force on an atom**: 0.09321 hartree/bohr
**Highest occupied orbital energy**: -9.51 eV
**Molecular weight**: 74.05 g/mol